The following is a DFT calculation (ωB97M-V/def2-TZVPD) of a cluster of 2 separate species, C3H11N3 in total.

Orbital gap (spin up / spin down) in eV: 3.31 / 7.52
Energy above the lowest of the compared OMol25 structures with the same formula, charge and spin in kcal per mole: 14.6

Structure (ORCA input):
```
! RIJCOSX wB97M-V def2-TZVPD def2/J DEFGRID3
* xyz -1 2
C 2.124 -0.039 -1.102
C 2.039 -0.286 1.214
N 1.911 -0.894 0.019
H 1.474 -0.313 -1.950
H 1.963 1.034 -0.878
H 3.152 -0.144 -1.506
H 1.924 -0.886 2.116
H 2.191 0.796 1.317
N -1.665 -0.774 -0.691
C -1.447 0.223 0.364
N -2.679 0.739 0.932
H -2.057 -0.313 -1.509
H -0.751 -1.118 -0.984
H -0.841 1.064 0.020
H -0.874 -0.266 1.150
H -3.238 -0.043 1.261
H -3.225 1.219 0.226
*
```